1.
Density functional theory data (ωB97M-V/def2-TZVPD) for 2 unconnected molecules or ions with the total composition C5H14 at a distorted geometry.

```
19
Properties=species:S:1:pos:R:3:forces:R:3:mulliken_charge:R:1
C 1.75219 -0.06445 -2.11631 -1.53 -0.15 1.08 -2.75
C 2.01788 1.19115 -1.30971 -0.85 -0.63 1.96 -1.57
H 1.69486 0.01310 -3.16567 0.51 0.19 -1.29 1.47
H 2.39752 -0.83505 -1.74429 0.52 -0.58 -0.38 0.33
H 0.72562 -0.42241 -1.87053 0.53 0.11 -0.02 0.01
H 2.50737 2.03373 -1.69741 0.49 1.05 -1.34 0.69
H 2.70493 0.91274 -0.49749 -0.31 0.01 0.20 0.42
H 1.07260 1.53719 -0.82722 0.67 -0.04 -0.30 0.26
C -1.01487 -0.87968 0.83557 -0.77 0.37 -0.26 1.57
C -0.49144 -0.21100 2.06567 -1.52 1.09 1.89 -1.95
C -2.40751 -0.23005 0.47153 1.92 -0.25 2.44 -2.75
H -1.09974 -1.93128 1.06207 -0.50 -0.51 0.09 0.83
H -0.39373 -0.89553 -0.03068 0.77 0.65 -0.45 -1.25
H -0.25953 0.85273 2.03644 -0.35 0.30 -0.80 0.51
H -1.41363 -0.26656 2.73744 1.30 0.14 -0.14 0.30
H -3.14478 -0.69747 1.08632 -0.88 -0.84 0.04 0.26
H -2.53163 -0.35851 -0.55328 -0.83 0.21 -1.75 1.76
H 0.36126 -0.53656 2.63459 0.43 -1.19 -0.09 0.74
H -2.47737 0.78793 0.88298 0.42 0.06 -0.90 0.14
```
Positions in Å, forces in eV/Å.

2S+1: 2
ΔE to the lowest compared entry with this formula, charge and spin (eV): 0.982
Net charge: -1
F_max (eV/Å): 3.11



2.
Density functional theory data (ωB97M-V/def2-TZVPD) for 2 unconnected molecules or ions with the total composition C5H14 at a distorted geometry.

```
19
Properties=species:S:1:pos:R:3:forces:R:3:mulliken_charge:R:1
C 1.52650 0.97398 -0.54869 -0.11 -1.14 -2.72 -1.26
C 0.15728 0.72813 -1.21751 -0.34 0.75 0.33 -0.03
C -0.14287 1.86732 -2.20602 1.09 -0.52 -1.46 -1.16
H 1.99102 0.02331 -0.27156 -0.42 0.40 1.80 0.33
H 2.22002 1.09772 -1.39763 -0.19 0.83 0.00 0.41
H 1.46126 1.91189 -0.01361 0.63 -0.40 0.89 0.33
H -0.65249 0.71654 -0.49243 0.02 -0.08 0.41 0.10
H 0.08850 -0.24985 -1.68833 0.28 0.00 -0.25 0.31
H -0.34114 1.47550 -3.21443 -1.15 0.00 0.37 0.33
H 0.78965 2.32358 -2.51514 0.59 0.50 0.55 0.32
H -0.78079 2.69380 -1.90941 -0.40 -0.35 0.10 0.33
C -0.06244 -1.52957 2.12740 0.37 0.40 -0.34 -0.70
C -1.46731 -1.93868 1.76561 -1.47 1.42 -0.21 -0.89
H 0.05186 -0.45111 2.27627 -0.36 -0.07 0.22 0.24
H 0.28189 -2.02098 3.03435 0.22 -0.16 -0.12 0.33
H 0.60803 -1.71128 1.28557 0.16 -0.38 0.19 0.18
H -2.17506 -1.82906 2.58819 0.29 -0.75 0.55 0.33
H -1.97274 -1.18870 1.13294 0.67 -0.21 -0.52 0.23
H -1.58116 -2.89253 1.26442 0.13 -0.24 0.21 0.29
```
Positions in Å, forces in eV/Å.

ΔE to the lowest compared entry with this formula, charge and spin (eV): 0.990
SMILES string: CCC.CC
F_max (eV/Å): 2.95



3.
Density functional theory data (ωB97M-V/def2-TZVPD) for 2 unconnected molecules or ions with the total composition C5H14 at a distorted geometry.

```
19
Properties=species:S:1:pos:R:3:forces:R:3:mulliken_charge:R:1
C -1.87582 -0.99131 -0.83882 -0.81 -0.55 -0.60 -1.32
C -2.02743 -0.26810 0.49479 0.51 0.58 -0.85 -0.11
C -1.68891 1.23673 0.34852 -0.01 0.09 0.74 -1.03
H -0.93563 -0.86931 -1.37821 0.12 0.45 0.27 0.33
H -2.69457 -0.67414 -1.49677 0.27 0.10 -0.14 0.37
H -1.99917 -2.07642 -0.77504 -0.06 0.02 0.37 0.34
H -3.06737 -0.35166 0.79380 0.05 -0.37 0.48 0.25
H -1.32782 -0.72134 1.19482 -0.35 -0.01 0.37 0.28
H -1.24851 1.42885 -0.62675 0.26 0.19 0.10 0.29
H -2.51010 1.94404 0.49325 -0.40 -0.43 -0.36 0.35
H -1.03516 1.54456 1.16994 0.44 -0.07 -0.38 0.25
C 2.50753 0.56553 0.52132 -0.07 1.57 -0.77 -0.66
C 2.58522 -0.65750 -0.38808 -0.37 -0.34 0.83 -0.76
H 1.54113 0.97567 0.81780 -0.54 -1.12 0.32 0.09
H 3.13005 0.41010 1.39478 0.00 0.37 0.15 0.30
H 2.77353 1.49329 -0.01661 1.01 -0.47 0.15 0.27
H 3.42782 -1.25267 -0.04272 0.16 -0.11 -0.25 0.31
H 2.73396 -0.44268 -1.44118 -0.21 0.08 -0.05 0.27
H 1.71127 -1.29365 -0.22485 0.00 0.01 -0.39 0.19
```
Positions in Å, forces in eV/Å.

ΔE to the lowest compared entry with this formula, charge and spin (eV): 0.600
SMILES string: CCC.CC
F_max (eV/Å): 1.75



4.
Density functional theory data (ωB97M-V/def2-TZVPD) for 2 unconnected molecules or ions with the total composition C5H14.

```
19
Properties=species:S:1:pos:R:3:forces:R:3:mulliken_charge:R:1
C -0.79090 -0.74947 1.42625 0.23 0.38 -0.06 -1.23
C 0.02979 0.48884 1.80593 0.22 -0.73 0.22 -0.12
C 1.38828 0.10220 2.40240 -0.27 0.43 -0.07 -1.14
H -1.03775 -1.29939 2.33463 -0.15 -0.10 -0.08 0.41
H -0.22338 -1.41408 0.77260 0.04 -0.03 0.01 0.30
H -1.70030 -0.47003 0.89289 -0.10 -0.09 0.14 0.29
H 0.19593 1.13420 0.94425 -0.16 0.09 -0.02 0.24
H -0.52015 1.03562 2.57378 -0.05 0.26 -0.18 0.32
H 1.93003 1.01963 2.63744 0.20 -0.13 0.09 0.32
H 1.25639 -0.46431 3.32331 0.05 -0.07 0.04 0.32
H 1.98884 -0.49031 1.71190 -0.02 -0.01 -0.04 0.30
C -0.21296 0.58821 -1.98177 0.53 -0.46 -0.46 -0.49
C -0.43954 -0.29775 -3.21595 -0.14 0.24 0.22 -0.97
H -1.08579 1.19536 -1.75738 0.00 -0.04 0.25 0.32
H 0.06989 -0.04878 -1.14540 -0.26 0.15 0.21 -0.05
H 0.65096 1.23340 -2.14744 -0.17 0.26 -0.03 0.31
H 0.51193 -0.57304 -3.66533 0.00 -0.11 -0.07 0.28
H -1.03849 0.21899 -3.96360 0.06 0.02 -0.13 0.28
H -0.97277 -1.20929 -2.94850 -0.01 -0.04 -0.03 0.30
```
Positions in Å, forces in eV/Å.

ΔE to the lowest compared entry with this formula, charge and spin (eV): 0.074
SMILES string: CCC.CC
F_max (eV/Å): 0.84



Repeat the first record exactly.
Density functional theory data (ωB97M-V/def2-TZVPD) for 2 unconnected molecules or ions with the total composition C5H14 at a distorted geometry.

```
19
Properties=species:S:1:pos:R:3:forces:R:3:mulliken_charge:R:1
C 1.75219 -0.06445 -2.11631 -1.53 -0.15 1.08 -2.75
C 2.01788 1.19115 -1.30971 -0.85 -0.63 1.96 -1.57
H 1.69486 0.01310 -3.16567 0.51 0.19 -1.29 1.47
H 2.39752 -0.83505 -1.74429 0.52 -0.58 -0.38 0.33
H 0.72562 -0.42241 -1.87053 0.53 0.11 -0.02 0.01
H 2.50737 2.03373 -1.69741 0.49 1.05 -1.34 0.69
H 2.70493 0.91274 -0.49749 -0.31 0.01 0.20 0.42
H 1.07260 1.53719 -0.82722 0.67 -0.04 -0.30 0.26
C -1.01487 -0.87968 0.83557 -0.77 0.37 -0.26 1.57
C -0.49144 -0.21100 2.06567 -1.52 1.09 1.89 -1.95
C -2.40751 -0.23005 0.47153 1.92 -0.25 2.44 -2.75
H -1.09974 -1.93128 1.06207 -0.50 -0.51 0.09 0.83
H -0.39373 -0.89553 -0.03068 0.77 0.65 -0.45 -1.25
H -0.25953 0.85273 2.03644 -0.35 0.30 -0.80 0.51
H -1.41363 -0.26656 2.73744 1.30 0.14 -0.14 0.30
H -3.14478 -0.69747 1.08632 -0.88 -0.84 0.04 0.26
H -2.53163 -0.35851 -0.55328 -0.83 0.21 -1.75 1.76
H 0.36126 -0.53656 2.63459 0.43 -1.19 -0.09 0.74
H -2.47737 0.78793 0.88298 0.42 0.06 -0.90 0.14
```
Positions in Å, forces in eV/Å.

2S+1: 2
ΔE to the lowest compared entry with this formula, charge and spin (eV): 0.982
Net charge: -1
F_max (eV/Å): 3.11



> The highest ΔE to the lowest compared entry with this formula, charge and spin belongs to which entry?

number 2



> Which of these has the highest F_max?

number 1